[1]
{
  "formula": "C16H36BrN9O20PS",
  "method": "ωB97M-V/def2-TZVPD",
  "spin_multiplicity": 1,
  "homo_lumo_gap_ev": 6.964,
  "total_charge": 1,
  "species": ["O", "P", "Br", "S", "C", "O", "C", "C", "C", "C", "C", "C", "H", "H", "H", "H", "H", "H", "H", "H", "H", "C", "N", "O", "O", "H", "H", "H", "C", "N", "O", "O", "H", "H", "H", "C", "N", "O", "O", "H", "H", "H", "C", "N", "O", "O", "H", "H", "H", "C", "N", "O", "O", "H", "H", "H", "C", "N", "O", "O", "H", "H", "H", "C", "N", "O", "O", "H", "H", "H", "C", "N", "O", "O", "H", "H", "H", "C", "N", "O", "O", "H", "H", "H"],
  "positions_angstrom": [[-4.598, 3.382, 1.770], [-3.095, 2.778, 1.878], [-3.240, 0.641, 2.538], [-2.127, 3.844, 3.574], [-1.144, 2.557, 4.532], [-0.209, 3.136, 5.339], [0.916, 3.621, 4.663], [1.678, 4.540, 5.347], [2.818, 5.066, 4.807], [3.235, 4.681, 3.542], [2.466, 3.772, 2.861], [1.322, 3.239, 3.403], [-5.000, 3.437, 2.659], [-1.272, 4.712, 2.970], [-1.887, 2.081, 5.181], [-0.769, 1.767, 3.877], [1.363, 4.857, 6.338], [3.404, 5.785, 5.369], [4.134, 5.103, 3.109], [2.786, 3.479, 1.860], [0.770, 2.506, 2.823], [1.723, 6.285, -0.266], [3.066, 5.642, -0.280], [4.033, 6.339, -0.481], [3.088, 4.439, -0.077], [1.842, 7.344, -0.456], [1.130, 5.815, -1.046], [1.289, 6.114, 0.713], [-2.540, 8.476, 0.617], [-1.203, 7.821, 0.610], [-0.239, 8.518, 0.399], [-1.174, 6.614, 0.818], [-2.406, 9.533, 0.419], [-3.138, 8.007, -0.160], [-2.978, 8.316, 1.598], [5.876, 1.693, 2.270], [6.109, 1.928, 3.722], [6.290, 3.072, 4.087], [6.101, 0.952, 4.445], [5.912, 2.647, 1.755], [6.661, 1.031, 1.917], [4.899, 1.230, 2.168], [5.691, 2.211, 7.155], [5.903, 2.453, 8.609], [6.071, 3.602, 8.971], [5.893, 1.481, 9.335], [5.725, 3.161, 6.638], [6.481, 1.556, 6.810], [4.718, 1.740, 7.043], [-4.174, -1.340, -0.910], [-2.897, -1.782, -1.533], [-2.488, -1.157, -2.493], [-2.349, -2.743, -1.036], [-4.545, -0.479, -1.454], [-4.875, -2.168, -0.970], [-3.955, -1.087, 0.124], [-1.085, -2.833, -4.614], [-0.923, -4.194, -5.190], [0.167, -4.507, -5.624], [-1.908, -4.905, -5.182], [-0.138, -2.311, -4.682], [-1.852, -2.324, -5.189], [-1.387, -2.954, -3.580], [-4.347, -6.865, -4.378], [-5.526, -6.291, -3.674], [-5.782, -6.708, -2.561], [-6.157, -5.436, -4.263], [-3.887, -7.607, -3.736], [-4.700, -7.319, -5.299], [-3.662, -6.048, -4.581], [-5.796, -10.636, -5.999], [-4.925, -9.942, -6.987], [-4.946, -10.334, -8.131], [-4.246, -9.020, -6.569], [-6.335, -11.426, -6.510], [-5.152, -11.042, -5.224], [-6.481, -9.898, -5.592], [2.108, -6.783, -6.054], [3.154, -7.482, -5.256], [3.408, -7.039, -4.152], [3.683, -8.448, -5.765], [1.733, -5.953, -5.478], [2.574, -6.441, -6.973], [1.320, -7.502, -6.259]]
}

=====

[2]
{
  "formula": "C16H36Cl2F3N2O7V",
  "method": "ωB97M-V/def2-TZVPD",
  "s_squared": 2.0169,
  "spin_multiplicity": 3,
  "homo_lumo_gap_ev": [3.249, 6.359],
  "total_charge": -2,
  "species": ["O", "V", "C", "O", "O", "C", "F", "F", "F", "C", "C", "H", "H", "H", "H", "H", "H", "Cl", "Cl", "C", "O", "C", "C", "N", "C", "C", "O", "C", "H", "H", "H", "H", "H", "H", "H", "H", "H", "H", "H", "H", "H", "H", "H", "C", "O", "C", "C", "N", "C", "C", "O", "C", "H", "H", "H", "H", "H", "H", "H", "H", "H", "H", "H", "H", "H", "H", "H"],
  "positions_angstrom": [[-0.272, -0.068, -0.195], [0.311, -0.180, -1.618], [0.028, -3.470, -0.657], [0.143, -2.597, 0.570], [0.446, -2.509, -1.611], [0.928, -4.755, -0.363], [1.369, -5.451, -1.448], [2.038, -4.494, 0.401], [0.336, -5.729, 0.372], [-0.548, -3.121, 1.756], [-0.423, -2.058, 2.829], [0.510, -1.523, 3.007], [-1.102, -1.233, 2.614], [-0.717, -2.510, 3.776], [-0.207, -4.083, 2.140], [-1.621, -3.304, 1.701], [-1.043, -3.606, -0.808], [-0.363, 2.480, -2.062], [2.855, 0.007, -1.553], [-3.045, -0.511, -1.375], [-1.852, -0.563, -2.175], [-1.920, -1.347, -3.350], [-0.819, -1.118, -4.332], [0.278, -0.218, -3.916], [1.260, -0.280, -4.981], [0.987, 0.401, -6.384], [1.202, 1.805, -6.266], [2.635, 2.167, -5.986], [-2.826, -0.074, -0.400], [-3.373, -1.549, -1.317], [-3.784, 0.173, -1.792], [-2.938, -1.191, -3.708], [-1.991, -2.385, -3.025], [-1.373, -0.687, -5.166], [-0.473, -2.119, -4.591], [-0.057, 0.697, -4.182], [1.553, -1.311, -5.183], [2.266, -0.011, -4.658], [0.049, 0.127, -6.866], [1.740, 0.096, -7.111], [2.649, 3.255, -6.051], [3.397, 1.656, -6.574], [2.943, 1.998, -4.954], [3.458, 3.983, 3.477], [2.161, 3.704, 2.962], [1.962, 2.279, 2.712], [0.452, 1.932, 2.567], [-0.164, 2.016, 3.906], [-1.669, 2.048, 3.810], [-2.599, 2.005, 5.080], [-3.038, 0.764, 5.454], [-1.986, -0.111, 5.855], [3.417, 5.036, 3.755], [4.277, 3.773, 2.789], [3.670, 3.357, 4.343], [2.366, 1.616, 3.477], [2.488, 2.044, 1.787], [0.403, 0.893, 2.242], [-0.012, 2.749, 2.015], [0.080, 2.961, 4.168], [-1.850, 1.293, 3.045], [-1.874, 2.983, 3.287], [-3.400, 2.695, 4.813], [-2.040, 2.532, 5.853], [-2.585, -0.952, 6.206], [-1.426, 0.059, 6.775], [-1.269, -0.469, 5.116]]
}

=====

[3]
{
  "formula": "C16H36F6KN5O12S6",
  "method": "ωB97M-V/def2-TZVPD",
  "relative_energy_kcal_mol": 230.1,
  "spin_multiplicity": 1,
  "homo_lumo_gap_ev": 7.586,
  "species": ["K", "C", "C", "C", "N", "C", "C", "C", "C", "C", "H", "H", "H", "H", "H", "H", "H", "H", "H", "H", "H", "H", "H", "H", "H", "H", "H", "H", "C", "C", "C", "N", "C", "C", "C", "C", "C", "H", "H", "H", "H", "H", "H", "H", "H", "H", "H", "H", "H", "H", "H", "H", "H", "H", "H", "N", "S", "O", "O", "F", "S", "O", "O", "F", "N", "S", "O", "O", "F", "S", "O", "O", "F", "N", "S", "O", "O", "F", "S", "O", "O", "F"],
  "positions_angstrom": [[-0.672, 25.565, 8.787], [0.385, 33.697, 2.850], [-0.553, 32.547, 3.519], [-1.285, 33.085, 4.724], [-1.821, 32.050, 5.705], [-0.726, 31.119, 6.341], [-2.526, 32.906, 6.907], [-3.968, 32.751, 6.614], [-4.236, 32.001, 5.259], [-3.022, 31.196, 5.157], [0.533, 34.519, 3.550], [-0.159, 34.125, 2.008], [1.292, 33.223, 2.475], [-0.176, 31.588, 3.876], [-1.251, 32.265, 2.731], [-2.096, 33.802, 4.590], [-0.596, 33.755, 5.238], [-0.397, 30.464, 5.534], [-1.079, 30.571, 7.215], [0.140, 31.723, 6.610], [-2.267, 32.539, 7.900], [-2.202, 33.946, 6.950], [-4.352, 32.118, 7.414], [-4.578, 33.645, 6.746], [-5.123, 31.377, 5.149], [-4.329, 32.870, 4.607], [-3.091, 30.341, 5.830], [-2.606, 30.870, 4.203], [-0.968, 19.906, 6.065], [-0.231, 19.370, 4.840], [1.300, 19.648, 4.978], [2.460, 18.792, 4.349], [2.258, 18.568, 2.836], [2.573, 17.415, 5.011], [3.918, 16.796, 4.587], [4.774, 17.993, 4.510], [3.876, 19.268, 4.673], [-2.054, 19.949, 5.981], [-0.723, 20.837, 6.577], [-0.780, 19.109, 6.785], [-0.607, 19.889, 3.959], [-0.538, 18.329, 4.735], [1.436, 19.756, 6.054], [1.303, 20.588, 4.426], [1.242, 18.173, 2.831], [2.871, 17.819, 2.335], [2.247, 19.546, 2.355], [1.602, 16.965, 4.804], [2.599, 17.550, 6.092], [3.756, 16.470, 3.560], [4.159, 15.983, 5.272], [5.468, 18.066, 3.673], [5.421, 18.014, 5.387], [4.174, 20.228, 4.251], [3.804, 19.389, 5.754], [0.948, 22.553, 11.183], [2.206, 21.813, 11.305], [2.574, 20.799, 10.343], [2.616, 21.664, 12.717], [3.126, 23.059, 10.844], [-0.018, 21.379, 11.808], [-0.198, 21.298, 13.237], [-0.020, 20.100, 11.116], [-1.408, 22.049, 11.378], [0.669, 25.093, 4.463], [-0.286, 25.345, 3.349], [-0.756, 24.194, 2.546], [-0.227, 26.661, 2.711], [-1.595, 25.508, 4.222], [1.919, 25.137, 3.261], [2.500, 26.447, 3.157], [1.943, 24.331, 2.060], [3.017, 24.325, 4.110], [-3.646, 28.114, 10.891], [-3.917, 29.076, 12.032], [-4.406, 28.621, 13.351], [-4.211, 30.438, 11.568], [-2.257, 29.221, 12.251], [-5.334, 27.906, 10.654], [-6.138, 28.896, 9.936], [-6.052, 27.110, 11.613], [-5.055, 26.821, 9.519]]
}

=====

[4]
{
  "formula": "C16H36N2O7S",
  "method": "ωB97M-V/def2-TZVPD",
  "relative_energy_kcal_mol": 41.2,
  "spin_multiplicity": 1,
  "smiles": "N[C@@H]1CC(=O)N[C@@H]1S.COCCOCCOC.COCCOCCOC",
  "homo_lumo_gap_ev": 9.251,
  "species": ["N", "C", "C", "C", "O", "N", "C", "S", "H", "H", "H", "H", "H", "H", "H", "H", "C", "O", "C", "C", "O", "C", "C", "O", "C", "H", "H", "H", "H", "H", "H", "H", "H", "H", "H", "H", "H", "H", "H", "C", "O", "C", "C", "O", "C", "C", "O", "C", "H", "H", "H", "H", "H", "H", "H", "H", "H", "H", "H", "H", "H", "H"],
  "positions_angstrom": [[-6.307, 1.193, -1.978], [-6.288, 2.619, -2.384], [-4.977, 3.425, -1.870], [-5.411, 4.199, -0.551], [-4.759, 4.643, 0.401], [-6.871, 4.400, -0.624], [-7.394, 3.621, -1.804], [-9.009, 2.939, -1.181], [-6.836, 1.130, -1.090], [-6.839, 0.612, -2.637], [-6.384, 2.684, -3.511], [-4.934, 4.268, -2.642], [-3.976, 2.902, -1.922], [-6.911, 5.363, -1.013], [-7.725, 4.358, -2.607], [-9.527, 3.775, -0.208], [-3.103, 0.997, 1.366], [-1.931, 1.656, 0.928], [-1.896, 3.025, 1.325], [-0.460, 3.484, 1.545], [0.114, 3.011, 2.765], [0.452, 1.625, 2.811], [1.658, 1.263, 1.954], [1.292, 1.191, 0.578], [2.374, 1.492, -0.282], [-3.986, 1.410, 0.869], [-3.013, -0.060, 1.112], [-3.209, 1.078, 2.454], [-2.470, 3.181, 2.245], [-2.348, 3.612, 0.519], [-0.469, 4.575, 1.634], [0.178, 3.248, 0.692], [-0.411, 1.002, 2.583], [0.715, 1.428, 3.854], [2.029, 0.272, 2.244], [2.449, 2.002, 2.108], [2.775, 2.487, -0.062], [1.996, 1.502, -1.306], [3.157, 0.734, -0.192], [6.241, -5.971, 1.706], [5.733, -4.784, 1.127], [6.676, -4.151, 0.267], [5.966, -3.411, -0.859], [5.462, -4.272, -1.881], [4.313, -5.052, -1.544], [3.035, -4.233, -1.425], [3.002, -3.535, -0.183], [2.249, -2.338, -0.257], [7.066, -5.744, 2.388], [5.434, -6.445, 2.267], [6.571, -6.669, 0.929], [7.369, -4.884, -0.161], [7.244, -3.435, 0.873], [6.704, -2.775, -1.357], [5.187, -2.748, -0.483], [4.494, -5.656, -0.658], [4.185, -5.748, -2.379], [2.167, -4.903, -1.444], [2.969, -3.535, -2.265], [2.649, -1.681, -1.036], [2.343, -1.822, 0.699], [1.195, -2.560, -0.446]]
}

=====

[5]
{
  "formula": "C16H36N4O30S7",
  "method": "ωB97M-V/def2-TZVPD",
  "spin_multiplicity": 1,
  "homo_lumo_gap_ev": 9.184,
  "species": ["C", "O", "N", "N", "H", "H", "H", "H", "C", "O", "N", "N", "H", "H", "H", "H", "C", "C", "O", "S", "O", "O", "O", "H", "H", "H", "H", "C", "C", "O", "S", "O", "O", "O", "H", "H", "H", "H", "C", "C", "O", "S", "O", "O", "O", "H", "H", "H", "H", "C", "C", "O", "S", "O", "O", "O", "H", "H", "H", "H", "C", "C", "O", "S", "O", "O", "O", "H", "H", "H", "H", "C", "C", "O", "S", "O", "O", "O", "H", "H", "H", "H", "C", "C", "O", "S", "O", "O", "O", "H", "H", "H", "H"],
  "positions_angstrom": [[-4.777, 0.100, 0.084], [-4.606, -1.079, -0.129], [-3.735, 0.963, 0.344], [-6.007, 0.589, 0.092], [-2.876, 0.552, 0.198], [-3.794, 1.942, 0.591], [-6.767, -0.074, 0.110], [-6.136, 1.563, 0.260], [4.398, -5.051, -2.684], [5.494, -5.524, -2.473], [3.215, -5.476, -2.005], [4.171, -4.208, -3.734], [2.466, -4.845, -2.170], [3.241, -5.883, -1.060], [5.002, -3.867, -4.146], [3.323, -3.669, -3.750], [-1.118, -3.132, 2.125], [-0.417, -3.081, 3.438], [0.861, -3.778, 3.163], [1.013, -4.119, 1.697], [1.590, -5.398, 1.496], [1.568, -3.015, 0.986], [-0.550, -4.242, 1.364], [-1.142, -2.174, 1.548], [-2.197, -3.347, 2.227], [-0.987, -3.650, 4.189], [-0.172, -2.017, 3.799], [-2.328, 4.090, -0.937], [-3.433, 3.977, -2.146], [-2.745, 3.248, -3.189], [-1.128, 3.234, -2.943], [-0.491, 4.000, -3.959], [-0.704, 1.951, -2.526], [-1.102, 4.194, -1.637], [-2.177, 3.243, -0.246], [-2.500, 5.100, -0.457], [-3.791, 4.983, -2.471], [-4.314, 3.339, -1.904], [2.332, 2.231, -5.282], [3.691, 1.623, -5.491], [3.636, 0.250, -5.027], [2.628, 0.189, -3.829], [3.363, 0.121, -2.611], [1.636, -0.797, -4.043], [2.012, 1.693, -4.015], [1.614, 1.765, -5.969], [2.232, 3.281, -5.298], [4.465, 2.168, -4.874], [3.892, 1.563, -6.556], [-2.627, 3.047, 4.130], [-1.931, 4.342, 3.673], [-2.436, 4.573, 2.346], [-4.044, 4.299, 2.474], [-4.564, 3.824, 1.227], [-4.592, 5.467, 3.122], [-3.940, 3.034, 3.558], [-2.664, 3.025, 5.199], [-2.198, 2.122, 3.867], [-0.867, 4.342, 3.605], [-2.249, 5.088, 4.396], [-1.637, -2.230, -1.559], [-2.200, -3.649, -1.931], [-1.572, -4.031, -3.164], [-0.285, -3.160, -3.352], [-0.042, -2.976, -4.723], [0.768, -3.589, -2.543], [-1.008, -1.852, -2.788], [-1.068, -2.131, -0.589], [-2.490, -1.615, -1.463], [-3.259, -3.659, -2.060], [-1.799, -4.378, -1.207], [0.997, -0.254, -0.532], [1.677, 1.045, -0.024], [1.393, 1.023, 1.469], [-0.106, 0.634, 1.601], [-1.006, 1.758, 1.486], [-0.136, -0.059, 2.811], [-0.248, -0.206, 0.261], [1.519, -1.167, -0.424], [0.662, -0.282, -1.566], [1.296, 1.984, -0.444], [2.725, 0.916, -0.157], [4.692, 0.556, 4.727], [3.979, -0.424, 3.884], [2.546, -0.062, 4.169], [2.463, 0.151, 5.782], [2.081, -1.096, 6.352], [1.816, 1.421, 6.021], [4.032, 0.317, 5.986], [4.548, 1.576, 4.402], [5.770, 0.467, 4.884], [4.194, -1.422, 4.144], [3.962, -0.294, 2.801]]
}

=====

[6]
{
  "formula": "C16H37BNO6P",
  "method": "ωB97M-V/def2-TZVPD",
  "spin_multiplicity": 1,
  "homo_lumo_gap_ev": 5.901,
  "species": ["C", "C", "O", "C", "O", "B", "C", "C", "C", "C", "O", "C", "O", "P", "O", "O", "H", "H", "H", "H", "H", "H", "H", "H", "H", "H", "H", "H", "H", "H", "H", "H", "H", "H", "H", "C", "C", "C", "N", "C", "C", "C", "C", "C", "H", "H", "H", "H", "H", "H", "H", "H", "H", "H", "H", "H", "H", "H", "H", "H", "H", "H"],
  "positions_angstrom": [[5.277, -3.577, 1.362], [4.671, -2.203, 1.687], [4.048, -2.275, 2.970], [3.640, -1.722, 0.595], [2.376, -1.449, 1.107], [1.894, -0.056, 1.048], [2.153, 0.779, 2.429], [3.592, 1.280, 2.611], [3.993, 2.373, 1.610], [5.504, 2.578, 1.627], [5.985, 3.320, 0.487], [6.061, 2.586, -0.632], [5.733, 2.993, -1.712], [-0.057, -0.263, 0.741], [-0.410, 1.014, -0.314], [-0.819, 0.194, 2.177], [4.793, -4.039, 0.501], [6.354, -3.507, 1.185], [5.125, -4.223, 2.228], [5.459, -1.440, 1.717], [4.399, -1.584, 3.536], [4.054, -0.848, 0.074], [3.545, -2.538, -0.136], [2.297, 0.551, 0.049], [1.468, 1.631, 2.524], [1.935, 0.088, 3.253], [3.699, 1.715, 3.616], [4.320, 0.460, 2.558], [3.650, 2.143, 0.601], [3.549, 3.311, 1.959], [5.814, 3.137, 2.511], [6.021, 1.609, 1.672], [6.504, 1.588, -0.479], [0.410, 1.467, -0.553], [-1.375, -0.548, 2.431], [-5.188, -2.603, -2.361], [-3.921, -1.791, -2.620], [-3.419, -0.897, -1.499], [-4.171, 0.379, -1.170], [-3.390, 0.993, -0.050], [-4.227, 1.332, -2.334], [-5.537, 1.035, -3.043], [-6.500, 0.650, -1.911], [-5.612, 0.187, -0.750], [-6.093, -1.995, -2.353], [-5.321, -3.343, -3.150], [-5.122, -3.138, -1.413], [-3.999, -1.241, -3.559], [-3.104, -2.499, -2.779], [-2.410, -0.563, -1.741], [-3.354, -1.452, -0.564], [-2.375, 1.163, -0.411], [-3.367, 0.289, 0.776], [-3.851, 1.927, 0.262], [-4.232, 2.337, -1.918], [-3.336, 1.200, -2.944], [-5.429, 0.217, -3.753], [-5.887, 1.896, -3.609], [-7.209, -0.114, -2.223], [-7.088, 1.510, -1.598], [-5.752, -0.845, -0.442], [-5.771, 0.818, 0.120]]
}

=====

E values (in Eh) by entry order: -5941.28510 -3431.30211 -5395.75824 -1665.43653 -5894.67476 -1504.19021.